The following is a quantum chemistry calculation of 13 unconnected molecules or ions with the total composition C52H78O39, from the Open Molecules 2025 dataset.

Geometry as XYZ:
```
169
Properties=species:S:1:pos:R:3:forces:R:3:mulliken_charge:R:1
C -13.735286 -20.363042 25.222118 -0.1 0.1 0.0 -1.56
C -12.819004 -21.367824 24.537754 -0.4 1.2 1.0 0.41
C -11.843739 -22.078195 25.472047 0.7 0.7 -1.2 -0.06
O -12.522763 -23.291282 25.778246 0.0 0.0 0.4 -0.36
C -13.359149 -23.551067 24.752050 0.4 0.2 -0.5 0.23
O -13.745927 -24.635310 24.447470 -0.5 -0.2 0.3 -0.31
O -13.630769 -22.437302 24.045957 0.4 -0.4 -0.3 -0.21
H -14.278507 -20.785212 26.068640 0.1 -0.1 0.0 0.35
H -14.462875 -20.009691 24.490920 -0.1 0.0 0.1 0.38
H -13.172760 -19.494009 25.566490 0.1 -0.1 0.0 0.42
H -12.308834 -20.805818 23.757030 0.1 -0.6 -0.4 0.31
H -11.526472 -21.418244 26.277075 -0.6 -0.6 0.7 0.41
H -10.912212 -22.316040 24.946579 -0.1 -0.2 -0.1 -0.17
C -16.932202 -29.265850 27.270018 0.6 0.4 -0.7 -1.09
C -16.435405 -27.863789 27.616009 -1.0 -0.8 0.8 0.68
C -16.217050 -27.634420 29.132249 -0.1 1.4 -1.1 -0.59
O -14.797054 -27.664968 29.255728 0.0 -0.2 0.4 -0.41
C -14.214044 -27.613197 28.046013 -0.3 -0.9 0.1 0.28
O -13.044554 -27.688923 27.862041 0.3 0.5 -0.1 -0.47
O -15.148166 -27.604935 27.072335 0.0 0.1 -0.2 -0.02
H -16.486980 -30.035620 27.898105 0.0 -0.1 0.0 0.47
H -16.652437 -29.429526 26.224236 0.0 -0.3 0.1 -0.02
H -18.019427 -29.321597 27.303644 0.0 0.0 0.3 0.31
H -17.154388 -27.160082 27.197905 0.3 0.3 0.0 0.10
H -16.710155 -28.325021 29.805322 0.2 -0.3 -0.1 0.35
H -16.544572 -26.610058 29.330045 0.0 -0.1 0.5 0.32
C -15.675450 -28.812231 23.144349 0.3 0.8 0.6 0.12
C -14.615652 -27.729301 23.309758 1.8 -1.0 -0.5 1.17
C -13.590978 -27.757640 24.476520 -1.8 1.1 0.9 -0.26
O -12.310314 -27.648065 23.880110 0.3 -1.1 0.2 -0.07
C -12.411329 -27.920679 22.573784 -0.7 1.1 -0.1 -0.40
O -11.517284 -27.865964 21.789471 0.8 -0.2 0.0 0.49
O -13.687569 -28.067620 22.226074 -0.2 0.5 -0.7 0.35
H -15.410982 -29.699409 23.718454 -0.3 0.1 0.3 -0.21
H -15.643517 -29.144739 22.110045 -0.3 0.2 -0.1 -1.00
H -16.640043 -28.369429 23.383219 -0.2 -0.6 0.1 0.67
H -14.957821 -26.701640 23.200165 -0.2 -0.1 -0.4 -0.25
H -13.828142 -28.588434 25.143174 1.0 -0.5 -0.3 -0.28
H -13.672023 -26.857188 25.076450 -0.2 -0.1 0.1 0.32
C -6.058531 -29.492656 22.313881 0.0 -0.8 -0.4 -1.57
C -7.458485 -29.684465 21.778766 -0.6 0.9 0.3 0.56
C -8.267288 -28.393328 21.497165 1.5 0.3 0.0 0.64
O -8.639528 -28.517282 20.123908 -1.2 -0.4 0.4 -0.07
C -8.229716 -29.705143 19.630566 0.4 0.2 -0.1 0.45
O -8.459277 -30.076028 18.521715 -0.2 -0.1 0.0 -0.58
O -7.455653 -30.352657 20.517299 0.0 -0.2 -0.1 -0.40
H -5.694808 -30.483999 22.592014 0.2 0.1 0.2 0.40
H -6.032125 -28.843023 23.185454 -0.1 0.1 0.0 0.35
H -5.406010 -29.124134 21.522696 0.0 0.2 0.1 0.39
H -8.082177 -30.258894 22.465869 0.2 -0.3 -0.1 0.10
H -7.697974 -27.459651 21.485545 0.4 -0.2 0.4 -0.12
H -9.011435 -28.328137 22.290746 -0.9 0.1 -0.9 -0.12
C -11.033851 -29.949096 26.586520 0.1 0.4 -0.3 -1.05
C -11.429352 -31.405114 26.593850 0.1 0.8 2.0 0.76
C -11.839519 -31.924800 27.998648 0.7 0.6 0.0 -0.65
O -13.117384 -32.497187 27.807208 -0.5 -0.1 0.1 -0.41
C -13.552694 -32.275592 26.546143 0.8 -0.3 0.4 0.31
O -14.550266 -32.722484 26.081907 -0.4 0.3 0.1 -0.51
O -12.656501 -31.522877 25.881862 0.3 -0.7 -1.1 0.14
H -11.898134 -29.289883 26.640915 -0.1 -0.2 0.2 0.03
H -10.537272 -29.685613 25.651362 0.2 -0.1 0.1 0.08
H -10.394252 -29.716839 27.439526 0.2 0.0 -0.1 0.50
H -10.548748 -31.992937 26.322312 -0.7 -0.4 -1.2 0.18
H -11.828774 -31.099609 28.716248 -0.6 -0.1 0.0 0.35
H -11.157468 -32.678648 28.388449 -0.1 -0.2 -0.1 0.32
C -13.770902 -23.549476 20.150739 -0.3 -0.3 -1.2 -0.98
C -15.242598 -23.922130 20.121362 0.7 -0.2 1.9 0.53
C -15.712377 -24.630731 21.423515 -0.3 0.2 -0.3 0.68
O -16.793475 -23.817603 21.888489 -0.2 -0.2 -0.3 -0.42
C -16.872545 -22.679891 21.159479 0.3 -0.1 0.7 0.55
O -17.576325 -21.768018 21.450466 -0.1 0.0 -0.4 -0.56
O -15.985548 -22.700482 20.149137 -0.4 -0.1 -0.7 -0.39
H -13.589968 -22.780257 20.895698 0.1 -0.2 0.2 0.27
H -13.518248 -23.148193 19.165007 0.1 0.2 0.1 0.43
H -13.148118 -24.436601 20.275538 0.0 0.0 0.3 0.03
H -15.500349 -24.605202 19.313585 -0.1 0.6 -0.5 0.33
H -15.006022 -24.678673 22.251473 0.3 0.0 -0.3 -0.46
H -16.076676 -25.618566 21.141216 -0.1 -0.1 0.4 0.01
C -10.726514 -26.115026 18.651535 0.7 0.9 1.2 -0.93
C -9.665657 -26.108984 17.602749 0.8 -0.2 -0.6 0.46
C -9.975653 -25.392161 16.279438 -0.4 -0.5 0.7 -0.39
O -8.789109 -24.674803 15.975924 0.3 -0.4 -0.1 -0.35
C -7.891751 -24.824008 16.991247 -0.5 0.3 0.2 0.50
O -6.778998 -24.423031 16.977382 0.3 0.1 -0.1 -0.54
O -8.475979 -25.429697 18.044660 0.0 0.1 0.2 -0.27
H -11.695557 -26.440776 18.288979 0.0 -0.3 0.1 0.44
H -10.807585 -25.119650 19.109031 -0.3 0.2 -0.6 0.42
H -10.340996 -26.665356 19.512044 -0.5 -0.7 -0.3 -0.24
H -9.297679 -27.121225 17.407229 -0.4 -0.1 -0.1 0.27
H -10.816342 -24.707721 16.392954 0.1 0.1 -0.2 0.32
H -10.196823 -26.168423 15.548688 0.0 0.4 -0.4 0.30
C -19.411426 -27.759817 24.628890 0.2 -0.1 0.1 -1.03
C -20.717807 -28.052792 25.339719 0.6 -0.4 0.7 0.29
C -21.790692 -26.957061 25.437850 -0.3 -0.9 -1.3 -0.31
O -22.952240 -27.603858 24.871167 -0.1 0.2 0.2 -0.39
C -22.666174 -28.846341 24.462418 -0.1 -0.3 0.6 0.64
O -23.467039 -29.596833 23.999625 0.1 0.0 -0.3 -0.55
O -21.382737 -29.172372 24.725085 -0.3 0.6 -0.2 -0.24
H -18.687641 -28.504569 24.963771 0.0 -0.1 -0.3 -0.05
H -18.972349 -26.797425 24.901484 -0.3 0.1 0.0 0.58
H -19.503204 -27.828968 23.546645 -0.1 0.1 0.0 0.33
H -20.454953 -28.418376 26.336453 -0.2 0.2 0.1 0.14
H -21.607522 -26.140848 24.742734 0.3 0.4 0.6 0.32
H -22.012286 -26.695209 26.465536 0.0 0.4 -0.1 0.27
C -8.997750 -25.741583 24.669292 -0.2 -0.7 -0.5 -1.17
C -8.630340 -25.165039 23.308902 -1.1 0.0 1.5 0.84
C -9.834316 -25.024865 22.391274 -0.3 -1.1 -0.7 2.20
O -9.900096 -23.651114 22.045529 0.4 0.1 0.0 -0.37
C -8.998808 -22.957704 22.794749 -1.0 -0.4 0.1 0.44
O -9.001127 -21.772705 22.868075 0.4 0.2 0.0 -0.56
O -8.243746 -23.795808 23.523320 0.8 0.0 -0.4 -0.43
H -9.493970 -26.704514 24.496275 0.1 0.0 0.0 0.16
H -9.733410 -25.130251 25.190392 0.2 0.2 0.1 0.19
H -8.110897 -25.942268 25.267431 0.0 0.3 0.2 0.43
H -7.862796 -25.811170 22.889079 0.4 0.7 -0.3 0.23
H -10.793657 -25.349036 22.803199 0.1 0.2 0.5 -0.61
H -9.710658 -25.678979 21.524304 0.1 0.5 -0.3 -1.37
C -18.099183 -29.724650 18.404772 0.0 -0.6 0.4 -1.39
C -16.739663 -30.347683 18.094849 -1.1 1.0 0.5 0.56
C -15.648488 -29.810750 19.031340 -0.2 0.2 -0.2 -0.34
O -15.077524 -30.995706 19.599277 0.4 0.3 -0.9 0.24
C -15.698008 -32.089151 19.091593 -0.5 -0.3 0.3 0.35
O -15.413858 -33.200108 19.402860 0.2 -0.1 0.0 -0.59
O -16.724603 -31.757263 18.285081 0.4 0.2 0.2 -0.44
H -18.349753 -29.729544 19.469734 0.3 0.0 0.1 0.09
H -18.899248 -30.301071 17.938180 0.0 0.3 -0.4 0.39
H -18.058318 -28.690154 18.064075 -0.3 0.0 -0.1 0.43
H -16.542887 -30.097825 17.054132 0.4 -0.5 0.0 0.27
H -15.969456 -29.210071 19.882334 -0.5 0.0 -0.2 0.17
H -14.998963 -29.187007 18.414114 0.7 -0.5 0.4 0.15
C -12.133316 -29.457999 19.376338 0.7 0.4 -0.6 0.59
C -11.807405 -30.180231 18.097197 -0.3 -0.1 -0.8 0.40
C -11.681391 -31.714551 18.199677 0.5 0.9 1.5 0.23
O -12.630507 -32.204811 17.286635 0.2 -0.7 -0.5 -0.38
C -13.394306 -31.222167 16.790399 -0.3 0.3 1.2 0.52
O -14.412066 -31.406578 16.197061 0.1 0.1 -0.5 -0.58
O -12.955072 -30.016474 17.209073 0.0 -0.5 -0.4 -0.44
H -12.816464 -30.053558 19.976503 0.2 0.1 0.3 -0.56
H -12.593936 -28.497777 19.139166 -0.2 -0.1 0.0 -0.15
H -11.206677 -29.168128 19.866536 -0.1 -0.4 0.4 -0.21
H -10.965085 -29.784253 17.530040 0.1 0.3 0.4 0.36
H -11.911435 -32.021103 19.227027 -0.5 -0.2 -0.2 -0.17
H -10.659742 -32.065283 18.060859 -0.1 -0.1 -0.8 0.35
C -13.247407 -34.161464 23.552649 0.2 -0.2 1.1 -1.25
C -13.404022 -33.290823 22.336938 -1.0 -0.8 0.7 0.65
C -14.175901 -32.000865 22.628440 0.1 -1.1 -0.6 0.33
O -13.120524 -31.063449 22.798335 0.1 0.7 0.6 0.89
C -11.939231 -31.576214 22.417959 -0.4 -0.4 -0.4 -0.60
O -10.909651 -30.975255 22.411781 0.2 0.1 0.1 -0.52
O -12.089380 -32.851478 21.993124 0.1 0.4 -0.5 -0.36
H -12.575853 -34.995933 23.357002 0.0 0.0 -0.1 0.41
H -14.170817 -34.557381 23.979273 -0.2 0.0 -0.5 0.41
H -12.844000 -33.567097 24.374928 0.3 0.0 -0.1 -0.07
H -13.931658 -33.885868 21.592274 0.6 0.3 -0.7 0.43
H -14.776295 -32.203722 23.514986 0.1 0.7 0.2 0.45
H -14.803045 -31.688984 21.795400 0.1 0.1 0.1 -0.88
C -21.373941 -33.498536 21.974852 -1.0 -1.1 -1.0 -1.62
C -20.830669 -32.204337 21.387728 -0.1 -0.6 2.5 0.51
C -21.229755 -31.036703 22.303874 -2.0 0.2 0.6 -0.88
O -20.026764 -30.369669 22.637973 0.0 0.3 -0.1 -0.13
C -18.983574 -31.120950 22.258473 -0.7 0.0 -0.7 0.25
O -17.848234 -30.800445 22.386503 0.7 0.0 0.3 -0.43
O -19.407978 -32.240033 21.652509 0.3 0.0 -1.0 -0.30
H -22.446100 -33.429995 22.185520 0.1 0.3 0.2 0.41
H -20.861920 -33.881515 22.853079 0.2 0.5 0.2 0.37
H -21.349058 -34.321408 21.250005 0.3 0.2 -0.1 0.42
H -21.104049 -32.144185 20.338762 0.5 0.4 -0.2 0.30
H -21.786504 -31.338905 23.202906 1.0 -0.8 0.3 0.37
H -22.054042 -30.364800 22.032948 0.9 0.4 -1.2 0.54
```
Positions in Å, forces in eV/Å.

Its energy relative to the best compared isomer or geometry (same formula, charge and spin) is 255.2 kJ/mol. The orbital gap is 10.4587 eV. The calculation puts the total energy at -135044.579 eV. As for the HOMO energy: -10.6387 eV.